Molecular formula: C6H15O3P
Method: DFT, the ωB97M-V functional and the def2-TZVPD basis

Values from the calculation:
orbital gap: 10.15 eV
SMILES string: CO[P@](=O)(CO)C(C)(C)C
2S+1: 1
total energy: -21895.9045 eV

Last column: natural (NBO) charge in e.
Element x y z (Å)
1 C -1.64 -1.46 0.94  -0.615
2 C -2.05 0.93 0.72  -0.607
3 C -1.44 -0.26 -1.34  -0.628
4 C 2.17 1.97 -0.44  -0.293
5 C 1.63 -1.33 -0.34  -0.372
6 C -1.20 -0.21 0.16  -0.413
7 O 1.10 0.49 1.74  -1.111
8 O 2.91 -1.00 -0.12  -0.730
9 O 0.84 1.50 -0.54  -0.803
10 P 0.62 0.19 0.38  2.104
11 H -1.17 -2.36 0.60  0.209
12 H -1.18 -1.53 1.87  0.228
13 H -2.71 -1.58 1.07  0.223
14 H -1.69 1.90 0.11  0.212
15 H -2.07 1.05 1.79  0.228
16 H -3.08 0.93 0.40  0.214
17 H -1.43 0.66 -1.97  0.238
18 H -0.73 -0.97 -1.81  0.212
19 H -2.59 -0.51 -1.60  0.217
20 H 2.70 2.34 0.56  0.204
21 H 2.16 2.81 -1.14  0.196
22 H 2.88 1.14 -0.77  0.201
23 H 1.32 -2.25 0.33  0.178
24 H 1.53 -1.63 -1.45  0.213
25 H 3.11 -0.82 0.84  0.496